Formula: C3H9N2O3
Source: the Open Molecules 2025 dataset
Level of theory: ωB97M-V/def2-TZVPD

Last column: Mulliken spin population.
Positions of all 17 atoms, in Å:
N (-0.2948, -2.9675, -0.5550)  0.0000
C (-0.8779, -2.3454, 0.5414)  0.0001
O (-1.0650, -1.0350, 0.3735)  -0.0001
O (-1.1844, -2.9283, 1.5480)  0.0000
H (-0.5348, -2.5517, -1.4404)  0.0000
H (-0.3663, -3.9722, -0.5147)  0.0000
H (-0.3391, -0.5125, -0.0488)  0.0000
C (1.3121, 2.8808, -0.3692)  -0.0022
O (0.8324, 4.0541, 0.0919)  0.8738
C (0.2867, 1.7306, -0.4505)  0.0051
N (0.8765, 0.4417, -0.8507)  0.0015
H (1.7211, 3.0683, -1.3716)  0.0793
H (2.1951, 2.5578, 0.1960)  0.0447
H (-0.1690, 1.6350, 0.5307)  -0.0052
H (-0.4899, 2.0014, -1.1582)  0.0017
H (1.8269, 0.3549, -0.5019)  0.0005
H (0.9356, 0.3765, -1.8592)  0.0009

Cartesian forces, eV/Å:
-0.122 0.106 0.148
0.364 -0.250 -0.141
-0.598 0.644 0.598
-0.056 0.002 -0.058
0.092 -0.099 -0.054
0.032 0.023 -0.068
0.281 -0.715 -0.472
-0.363 -0.744 -0.231
-0.019 0.180 0.056
0.498 0.440 0.046
0.017 0.404 -0.013
0.102 0.214 -0.253
0.206 0.066 0.255
-0.142 -0.096 0.119
-0.175 -0.028 -0.026
-0.115 -0.118 0.107
0.000 -0.029 -0.013

Results
* HOMO level (alpha / beta): -0.3671 / -0.3671 hartree
* ΔE to the lowest compared entry with this formula, charge and spin: 0.0 kcal/mol
* LUMO energy (alpha / beta): 0.47 / -1.94 eV
* spin multiplicity: 2